Computed, not measured: C9H9ClNO13P2Se3TeTi as an isolated structure, with the ωB97M-V functional and the def2-TZVPD basis.

Values from the calculation:
net charge	-2
spin multiplicity	2
LUMO energy (spin up / spin down)	4.0 / 3.9	eV
gap between HOMO and LUMO (spin up / spin down)	5.3 / 5.3	eV

The geometry in XYZ format:
```
40
Properties=species:S:1:pos:R:3:forces:R:3:lowdin_charge:R:1
Ti -0.109037 -0.295494 -0.527649 -0.74 0.03 -0.78 1.1019
O -2.140621 -3.608616 0.872684 0.02 0.10 0.03 0.1289
C -1.666101 -2.367584 0.685300 0.76 -0.39 -0.16 -0.4358
O -0.598883 -2.199179 0.009870 -0.86 -0.04 -0.06 -0.0904
C -2.259740 -1.236851 1.278602 -0.16 0.49 0.38 -0.2247
C -3.344056 -1.104908 2.166096 0.13 -0.18 -0.09 -0.0060
C -3.595370 0.131441 2.707817 0.01 0.20 -0.02 -0.0657
C -2.787063 1.241650 2.391941 -0.14 -0.13 -0.02 -0.0172
C -1.770561 1.049387 1.483030 0.11 0.09 0.29 -0.2709
N -1.521290 -0.153132 0.959248 -0.11 -0.22 -0.06 -0.0256
C -0.737217 1.977080 0.985845 0.67 -0.17 -0.08 -0.6914
O -0.811411 3.304132 1.216806 -0.38 0.03 -0.07 -0.0036
O -0.268724 1.611918 -0.190619 -0.14 0.35 0.58 -0.1650
H -1.466685 -4.204621 0.514545 -0.08 0.03 -0.01 0.1314
H -3.936236 -1.970888 2.425045 0.02 -0.01 0.01 0.1140
H -4.409220 0.250754 3.411328 0.02 0.00 0.01 0.1022
H -2.949063 2.210860 2.837428 -0.01 0.00 0.00 0.0929
H -0.820203 3.429189 2.193235 0.03 0.03 -0.01 -0.0095
Se 0.892277 -1.004765 2.600704 0.26 0.27 0.52 0.0348
Se -0.271799 -1.455607 4.491547 -0.12 -0.08 -0.16 -0.2131
Te 0.073770 2.377561 4.547565 -0.03 0.06 -0.15 0.1276
Se 1.024584 1.440005 2.455515 -0.17 -0.10 0.15 0.1818
O 1.038841 1.004365 -2.596208 -0.08 -0.15 -0.21 -0.1406
P 1.370014 -0.487746 -3.055399 -0.04 -0.02 0.36 0.2434
O 1.474014 -0.737369 -4.492767 -0.02 -0.05 -0.05 -0.2651
O 0.363919 -1.324920 -2.204041 0.52 0.10 -0.21 -0.3789
O 2.793531 -0.720643 -2.309909 0.16 -0.06 -0.08 -0.2369
P 2.867885 -1.111994 -0.733820 -0.39 0.39 0.09 0.2523
O 2.324690 -2.608057 -0.696698 0.02 -0.25 -0.03 -0.1223
O 4.207094 -1.047919 -0.161792 0.12 0.22 -0.16 -0.2516
O 1.753721 -0.184998 -0.133959 0.63 -0.83 0.04 -0.4562
H 0.111756 1.277250 -2.868788 0.00 0.06 -0.01 0.0418
H 1.494184 -2.690864 -1.194699 -0.06 0.11 0.04 0.0475
Cl -4.426174 1.139461 -4.078466 0.06 0.01 0.11 0.5218
C -3.753915 1.073944 -2.413353 -0.10 0.03 -0.14 -0.4717
C -2.251791 0.812274 -2.384115 0.23 -0.17 -0.02 -0.6643
O -1.499622 1.526739 -3.050161 -0.14 0.04 -0.07 0.0204
O -1.920451 -0.126066 -1.591540 -0.02 0.26 0.00 -0.0846
H -4.286122 0.300101 -1.872973 0.00 -0.03 -0.02 0.0695
H -3.939225 2.047311 -1.964395 0.00 -0.01 0.03 0.0791
```
Forces are in eV/Å.